Molecular formula: C2H4N2O2S2
Method: DFT, ωB97M-V/def2-TZVPD

Atoms and positions in Å:
1 O 0.530277 2.187488 0.974689
2 N 0.876585 1.473502 -0.126637
3 C 0.196285 0.398946 -0.067519
4 N -0.494327 -0.071971 1.079633
5 S -0.521720 -1.563813 1.754653
6 C 0.156863 -0.584742 -1.090785
7 O 1.115410 -0.506661 -2.140454
8 S -0.952808 -1.915533 -1.025300
9 H 0.491649 3.231343 0.552984
10 H -0.697457 0.717925 1.680280
11 H -1.517698 -2.176004 1.112406
12 H 0.816942 -1.190480 -2.703951

Forces on atoms 1 to 2 (eV/Å):
0.204 6.030 -0.595
-1.115 -0.036 -1.413

- SMILES: O/N=C(\NS)C(O)=S
- Relative energy (zero: lowest compared OMol25 entry of this formula, charge and spin): 345.4 kJ/mol
- Total charge: 0
- Orbital gap: 7.19 eV

Results of the Mulliken charge analysis, in e, for atoms 1 through 4: -0.425, -0.381, 0.560, -0.321



Molecular formula: C2H4N2O3
Method: DFT, ωB97M-V/def2-TZVPD

Atoms and positions in Å:
1 O 1.944298 2.274284 0.209716
2 N 1.461642 1.762609 -0.940533
3 C 0.888475 0.467450 -0.819576
4 O 0.616873 0.009204 0.565471
5 C -0.471638 -0.771768 0.673578
6 N -1.316615 -1.212081 -0.114811
7 O -2.248932 -1.938304 0.715689
8 H 2.771393 2.408885 -0.427797
9 H 0.398025 0.089304 -1.730402
10 H -0.988644 -0.846892 1.804235
11 H -3.054877 -2.242693 0.064430

Forces on atoms 1 to 2 (eV/Å):
3.404 0.607 -1.602
-4.505 -8.095 -1.477

- SMILES: O/N=C\O/C=N/O
- Relative energy (zero: lowest compared OMol25 entry of this formula, charge and spin): 778.2 kJ/mol
- Total charge: 0
- Orbital gap: 10.06 eV

Results of the Mulliken charge analysis, in e, for atoms 1 through 4: -0.306, -0.401, 0.022, -0.225



Molecular formula: C2H4N2O3
Method: DFT, ωB97M-V/def2-TZVPD

Atoms and positions in Å:
1 C 0.323209 0.330387 0.712504
2 C -0.734934 -0.581984 0.015723
3 N 0.766474 1.334419 -0.336934
4 N 0.051540 -1.793927 -0.386747
5 O 1.938869 1.710340 -0.306285
6 O -0.523380 -2.751187 -0.798907
7 O -0.137155 1.862318 -1.003006
8 H -0.074774 0.893585 1.631478
9 H 1.279945 -0.113212 0.830748
10 H -1.767509 -0.886731 0.520413
11 H -1.122282 -0.004003 -0.878988

Forces on atoms 1 to 2 (eV/Å):
-1.666 0.605 -0.316
-1.052 0.203 0.067

- Multiplicity: 3
- Relative energy (zero: lowest compared OMol25 entry of this formula, charge and spin): 272.0 kJ/mol
- Total charge: 0
- Orbital gap (spin up / spin down): 8.22 / 10.16 eV

Results of the Mulliken charge analysis, in e, for atoms 1 through 4: -0.460, -0.333, 0.834, 0.071



Molecular formula: C2H4N2O4
Method: DFT, ωB97M-V/def2-TZVPD

Atoms and positions in Å:
1 O -0.807966 -2.310494 -1.120862
2 C -0.679164 -2.073638 0.105002
3 O -0.376171 -0.918767 0.826207
4 C -0.180824 0.302194 0.208646
5 N -1.261713 0.957564 -0.129142
6 O -0.923260 2.306704 -0.652841
7 N 1.148721 0.767147 0.381132
8 O 1.951321 -0.199831 -0.295480
9 H -0.735621 -2.827111 0.975943
10 H -1.836916 2.696213 -0.758223
11 H 1.209305 1.757326 -0.012217
12 H 2.492288 -0.457309 0.471835

Forces on atoms 1 to 2 (eV/Å):
0.638 1.792 5.446
-0.181 -1.678 -2.269

- SMILES: O=CO/C(=N/O)NO
- Relative energy (zero: lowest compared OMol25 entry of this formula, charge and spin): 355.8 kJ/mol
- Total charge: 0
- Orbital gap: 10.38 eV

Results of the Mulliken charge analysis, in e, for atoms 1 through 4: -0.469, 0.233, -0.250, 0.565



Molecular formula: C2H4N2O4
Method: DFT, ωB97M-V/def2-TZVPD

Atoms and positions in Å:
1 O 0.909718 2.020314 -0.466051
2 N -0.178657 1.564086 -0.600117
3 C -0.710608 0.542778 0.481979
4 O -2.070380 0.674982 0.456885
5 C -0.336128 -0.818588 -0.098764
6 O -1.194473 -1.452588 -0.681374
7 N 0.954554 -1.174784 -0.045593
8 O 1.943138 -0.361581 0.477815
9 H -0.268700 0.682346 1.459397
10 H -2.353842 -0.062716 -0.104174
11 H 1.207811 -1.921428 -0.691979
12 H 2.097565 0.307180 -0.188021

Forces on atoms 1 to 2 (eV/Å):
-0.053 -0.234 0.357
-0.497 -0.116 0.071

- SMILES: O=N[C@@H](O)C(=O)NO
- Relative energy (zero: lowest compared OMol25 entry of this formula, charge and spin): 337.1 kJ/mol
- Total charge: 0
- Orbital gap: 8.79 eV

Results of the Mulliken charge analysis, in e, for atoms 1 through 4: -0.348, 0.093, 0.137, -0.547



Molecular formula: C2H4N2OS
Method: DFT, ωB97M-V/def2-TZVPD

Atoms and positions in Å:
1 H 2.041471 0.138407 1.377044
2 N 1.158626 0.609174 1.733432
3 C 0.215411 0.537063 0.857965
4 N -1.021053 1.010851 1.141180
5 C 0.124561 -0.471106 -0.319799
6 O 0.771114 -1.522953 0.012551
7 S -0.621260 -0.075109 -1.752671
8 H -0.914154 1.807207 1.830392
9 H -1.808043 0.970755 0.492417
10 H 1.449122 -1.266928 0.891198

Forces on atoms 1 to 2 (eV/Å):
-0.976 1.003 0.510
1.158 -0.459 -1.389

- SMILES: [H]/N=C(/N)C(O)=S
- Relative energy (zero: lowest compared OMol25 entry of this formula, charge and spin): 222.9 kJ/mol
- Total charge: 0
- Orbital gap: 8.90 eV

Results of the Mulliken charge analysis, in e, for atoms 1 through 4: 0.205, -0.793, 0.833, -0.444



Molecular formula: C2H4N2OS
Method: DFT, ωB97M-V/def2-TZVPD

Atoms and positions in Å:
1 C -0.702809 0.740429 1.449091
2 C 1.147230 -1.947322 -1.100367
3 N -1.056048 1.947840 1.012302
4 N -0.214514 -0.236897 1.793695
5 O 0.029472 0.379174 -1.559389
6 S 1.146919 -0.327803 -0.944180
7 H 1.970490 -2.365292 -0.582226
8 H 0.471815 -2.662544 -1.596037
9 H -0.904761 2.167183 0.098647
10 H -1.887794 2.305233 1.428465

Forces on atoms 1 to 2 (eV/Å):
0.444 0.789 -0.532
-0.636 1.067 -0.403

- Relative energy (zero: lowest compared OMol25 entry of this formula, charge and spin): 287.7 kJ/mol
- Total charge: 0
- Orbital gap: 9.86 eV

Results of the Mulliken charge analysis, in e, for atoms 1 through 4: 0.436, -0.450, -0.425, -0.442



Molecular formula: C2H4N2OS
Method: DFT, ωB97M-V/def2-TZVPD

Atoms and positions in Å:
1 H -2.317697 0.519718 0.075759
2 N -1.350201 0.833370 0.287206
3 C -0.506102 -0.034164 -0.026179
4 N -0.709506 -1.373327 -0.223636
5 C 0.936205 0.456962 -0.017211
6 O 0.981090 1.810840 -0.171094
7 S 2.236901 -0.533368 0.118930
8 H 0.124496 -1.882706 -0.324327
9 H -1.332483 -1.924976 0.367053
10 H 1.937300 2.127650 -0.086501

Forces on atoms 1 to 2 (eV/Å):
0.670 -0.043 0.746
-1.971 1.016 -0.851

- SMILES: [H]/N=C(\N)C(O)=S
- Relative energy (zero: lowest compared OMol25 entry of this formula, charge and spin): 142.9 kJ/mol
- Total charge: 0
- Orbital gap: 8.85 eV

Results of the Mulliken charge analysis, in e, for atoms 1 through 4: 0.258, -0.560, 0.405, -0.478



Molecular formula: C2H4N2OS
Method: DFT, ωB97M-V/def2-TZVPD

Atoms and positions in Å:
1 C 0.694269 -1.253299 -0.120174
2 N -0.598786 -1.448434 -0.153592
3 S -1.868224 -0.428897 -0.135938
4 C -0.859536 1.099413 0.087201
5 O 0.292655 0.806055 -0.550595
6 N 1.126482 0.032580 0.117358
7 H 1.228056 -2.164450 0.019801
8 H -0.782030 1.206622 1.150776
9 H -1.423414 1.896149 -0.314842
10 H 2.190527 0.254262 -0.099999

Forces on atoms 1 to 2 (eV/Å):
-4.163 -0.645 1.226
2.134 -1.821 -0.618

- SMILES: C1=NSCON1
- Relative energy (zero: lowest compared OMol25 entry of this formula, charge and spin): 448.5 kJ/mol
- Total charge: 0
- Orbital gap: 8.77 eV

Results of the Mulliken charge analysis, in e, for atoms 1 through 4: -0.030, -0.401, -0.009, -0.299



Molecular formula: C2H4N2OS2
Method: DFT, ωB97M-V/def2-TZVPD

Atoms and positions in Å:
1 C -0.430453 -0.125632 -0.049767
2 C -1.821694 0.530186 -0.078112
3 N 0.508493 0.761954 -0.328806
4 N -0.204973 -1.376328 0.137582
5 O 4.539971 -0.133208 0.308946
6 S 1.994884 0.978580 -0.351926
7 S 3.163549 -0.584536 0.321773
8 H -2.516467 0.389320 0.766909
9 H -2.510643 -0.011836 -0.791601
10 H -1.755285 1.564073 -0.358923
11 H -0.967378 -1.992574 0.423928

Forces on atoms 1 to 2 (eV/Å):
-2.836 -1.704 0.742
-1.546 -1.579 -0.625

- Relative energy (zero: lowest compared OMol25 entry of this formula, charge and spin): 291.9 kJ/mol
- Total charge: 0
- Orbital gap (spin up / spin down): 7.28 / 7.48 eV

Results of the Mulliken charge analysis, in e, for atoms 1 through 4: 0.725, -0.973, -0.231, -0.628